# 1
The following is a DFT calculation (ωB97M-V/def2-TZVPD) of C28H39N2O8P2SeSn as an isolated structure.

Cartesian coordinates (Å):
Sn 0.666 -2.559 -0.346
C -4.027 -1.722 0.609
C -2.558 -1.916 0.941
O -1.790 -2.038 -0.017
C -2.147 -1.941 2.335
C -3.131 -1.846 3.347
C -2.821 -1.854 4.679
C -1.465 -1.954 5.058
C -0.480 -2.049 4.117
C -0.763 -2.063 2.712
O 0.208 -2.181 1.894
H -4.123 -1.686 -0.473
H -4.413 -0.799 1.044
H -4.623 -2.554 0.990
H -4.172 -1.772 3.061
H -3.598 -1.782 5.430
H -1.203 -1.958 6.110
H 0.564 -2.129 4.397
N 4.294 -3.480 -4.065
C 3.238 -3.720 -2.983
C 3.101 -5.224 -2.754
P 1.685 -3.098 -3.794
O 2.072 -1.555 -4.124
O 1.691 -3.835 -5.087
O 0.551 -3.154 -2.814
P 4.050 -2.965 -1.487
O 4.250 -1.424 -1.954
O 5.388 -3.622 -1.511
O 3.125 -3.025 -0.308
H 4.014 -3.975 -4.915
H 5.205 -3.746 -3.668
H 4.299 -2.474 -4.264
H 2.775 -5.724 -3.668
H 2.340 -5.389 -1.991
H 4.039 -5.652 -2.395
H 1.695 -0.940 -3.469
H 3.791 -0.801 -1.363
C 0.839 4.612 3.396
C 1.129 3.215 2.902
C 1.909 2.345 3.646
C 2.143 1.055 3.175
C 2.970 0.070 3.962
C 1.603 0.661 1.964
C 0.833 1.521 1.164
C 0.609 2.809 1.677
N 0.321 1.055 -0.062
C -0.776 1.732 -0.799
C -1.974 1.956 0.152
C -3.125 2.656 -0.580
C -2.637 3.987 -1.169
C -1.503 3.729 -2.171
C -2.012 2.816 -3.290
C -2.483 1.495 -2.675
C -3.637 1.763 -1.708
C -1.309 0.835 -1.938
C -0.328 3.059 -1.450
H 1.346 4.805 4.343
H -0.233 4.757 3.552
H 1.170 5.363 2.674
H 2.328 2.666 4.595
H 3.376 0.526 4.867
H 3.801 -0.303 3.359
H 2.371 -0.797 4.250
H 1.758 -0.360 1.650
H 0.029 3.534 1.131
H -1.698 2.547 1.019
H -2.295 0.978 0.526
H -3.930 2.849 0.135
H -2.285 4.648 -0.368
H -3.468 4.492 -1.672
H -1.169 4.680 -2.596
H -1.206 2.623 -4.005
H -2.832 3.299 -3.832
H -2.814 0.818 -3.467
H -4.005 0.818 -1.300
H -4.468 2.250 -2.231
H -0.515 0.659 -2.662
H -1.604 -0.130 -1.526
H 0.081 3.745 -0.712
H 0.478 2.830 -2.158
Se 1.483 -0.061 -1.041

Output
**HOMO**: -4.42 eV
**Net charge**: -1
**Relative energy (zero: lowest compared OMol25 entry of this formula, charge and spin)**: 0.0 kJ/mol
**Gap between HOMO and LUMO**: 6.9 eV
**E_LUMO**: 2.5 eV

# 2
The following is a DFT calculation (ωB97M-V/def2-TZVPD) of C21H36P2SrTe as an isolated structure.

Cartesian coordinates (Å):
P -0.120 -1.977 0.313
P -0.237 1.965 0.564
C -0.326 -0.600 -0.923
C 0.283 0.787 -0.784
H -1.396 -0.557 -1.203
H 0.197 -1.003 -1.812
H 1.372 0.775 -0.906
H -0.038 1.299 -1.688
C -1.808 2.540 -0.185
H -2.318 3.116 0.593
H -2.442 1.683 -0.456
H -1.633 3.167 -1.071
C 0.922 3.308 0.056
H 0.534 3.851 -0.815
H 1.935 2.930 -0.178
H 1.007 3.999 0.911
C -1.026 -3.388 -0.418
H -1.007 -4.219 0.309
H -0.500 -3.691 -1.335
H -2.065 -3.113 -0.644
C 1.614 -2.363 -0.225
H 2.272 -1.482 -0.336
H 1.502 -2.824 -1.214
H 2.047 -3.097 0.471
Sr 1.315 -0.092 2.042
C 0.601 1.522 -3.768
C -0.742 1.619 -3.724
C -1.659 0.889 -4.655
C -1.317 -0.611 -4.888
C -0.460 -1.287 -3.862
C 0.884 -1.406 -3.895
C 1.769 -0.590 -4.782
C 1.385 0.923 -4.889
C 0.103 -1.839 3.636
H 1.233 2.047 -3.052
H -1.234 2.410 -3.139
H -1.679 1.370 -5.654
H -2.678 0.982 -4.253
H -2.273 -1.161 -4.953
H -0.834 -0.696 -5.871
H -1.058 -1.807 -3.119
H 1.377 -2.269 -3.427
H 1.808 -0.981 -5.821
H 2.792 -0.686 -4.390
H 2.330 1.487 -4.987
H 0.828 1.059 -5.828
H 0.636 -1.564 4.564
H 0.309 -2.893 3.385
H -0.974 -1.696 3.829
Te -0.555 1.972 3.907
C -0.256 1.103 5.798
C -1.386 0.735 6.573
C -1.202 -0.008 7.744
C 0.086 -0.405 8.144
C 1.196 -0.065 7.360
C 1.044 0.693 6.194
H -2.383 0.968 6.195
H -2.063 -0.322 8.342
H 0.219 -1.014 9.038
H 2.184 -0.410 7.644
H 1.887 0.916 5.539

Output
**HOMO**: -5.64 eV
**Relative energy (zero: lowest compared OMol25 entry of this formula, charge and spin)**: 0.0 kJ/mol
**Gap between HOMO and LUMO**: 5.0 eV
**E_LUMO**: -0.7 eV